#1
Formula: C5H12S2
Source: the OMol25 dataset
Level of theory: the ωB97M-V functional and the def2-TZVPD basis

ORCA input file:
```
! RIJCOSX wB97M-V def2-TZVPD def2/J DEFGRID3
* xyz 0 1
C 1.3099 -2.6867 1.6135
C -0.0847 -2.4135 0.9985
C -0.4621 -0.9433 0.9135
S 0.7476 -0.0882 -0.1887
S 0.3020 1.9028 0.2282
C -0.8668 2.4467 -1.0819
C -0.1715 3.0055 -2.3022
H 2.0960 -2.5141 0.8780
H 1.3265 -3.7560 1.8205
H 1.5180 -2.1034 2.5073
H -0.7841 -2.9489 1.6448
H -0.0926 -2.8750 0.0080
H -1.5013 -0.8399 0.6113
H -0.2895 -0.4882 1.8882
H -1.6347 1.7250 -1.3723
H -1.4048 3.1991 -0.4917
H 0.4415 2.2173 -2.7383
H 0.4852 3.7991 -1.9443
H -0.9345 3.3616 -2.9924
*
```

Results
highest occupied orbital energy: -8.834 eV
SMILES: CCCSSCC
orbital gap: 0.3551 Eh


#2
Formula: C5H12S2
Source: the OMol25 dataset
Level of theory: the ωB97M-V functional and the def2-TZVPD basis

ORCA input file:
```
! RIJCOSX wB97M-V def2-TZVPD def2/J DEFGRID3
* xyz 0 1
C -2.3257 -0.2231 -0.3768
C -1.9045 1.1801 -0.8172
C -1.4517 -0.7710 0.7610
S -1.1151 0.4388 2.0905
S 1.1842 -0.4165 -1.6332
C 1.7228 -0.1322 0.0690
C 3.2906 -0.1017 0.1601
H -2.2635 -0.9609 -1.0933
H -3.4157 -0.1369 -0.1071
H -2.3303 1.8707 -0.1406
H -2.0692 1.3741 -1.8446
H -0.7893 1.2874 -0.5625
H -1.9245 -1.6223 1.2518
H -0.4781 -1.0877 0.3062
H 1.2275 0.7182 0.6478
H 1.5093 -1.0574 0.6450
H 3.6613 0.0647 1.3231
H 3.7829 0.6895 -0.4848
H 3.6888 -1.1137 -0.1943
*
```

Results
highest occupied orbital energy: -8.276 eV
orbital gap: 0.1542 Eh


Energy relative to the most stable one, in hartree: #1 0.0000; #2 0.1934


#1
Formula: H6N2
Source: the OMol25 dataset
Level of theory: the ωB97M-V functional and the def2-TZVPD basis

ORCA input file:
```
! RIJCOSX wB97M-V def2-TZVPD def2/J DEFGRID3
* xyz 0 1
N 2.0397 -0.5981 0.0613
H 2.1354 0.1676 0.7359
H 1.6435 -1.3952 0.5695
H 1.3379 -0.3042 -0.6255
N -1.9856 0.3250 -0.2138
H -1.1301 0.1170 -0.7387
H -1.7099 0.4593 0.7642
H -2.3309 1.2286 -0.5528
*
```

Results
highest occupied orbital energy: -10.244 eV
SMILES: N.N
orbital gap: 0.4071 Eh


#2
Formula: H6N2
Source: the OMol25 dataset
Level of theory: the ωB97M-V functional and the def2-TZVPD basis

ORCA input file:
```
! RIJCOSX wB97M-V def2-TZVPD def2/J DEFGRID3
* xyz 0 1
N 0.2701 -1.0342 -1.5021
H -0.1566 -0.1475 -1.7889
H 1.0913 -1.1764 -2.0988
H 0.6156 -0.9032 -0.5460
N -0.3224 0.5903 1.3646
H -0.7102 1.2245 0.6589
H 0.3131 1.1452 1.9468
H -1.1009 0.3012 1.9654
*
```

Results
highest occupied orbital energy: -9.725 eV
SMILES: N.N
orbital gap: 0.3951 Eh


Energy relative to the most stable one, in hartree: #1 0.0030; #2 0.0000


#1
Formula: C41H53BiNO6SSb2Se3
Source: the OMol25 dataset
Level of theory: the ωB97M-V functional and the def2-TZVPD basis

ORCA input file:
```
! RIJCOSX wB97M-V def2-TZVPD def2/J DEFGRID3
* xyz -1 1
Bi 0.9247 -0.8022 -0.3229
C -0.6371 -1.1925 2.7724
C -2.1260 -1.1670 2.4643
C -2.5518 -0.1379 1.4342
Sb -2.4999 1.7546 2.4673
C -3.1372 3.1489 0.9620
C -2.6274 3.1659 -0.3248
C -3.0083 4.1728 -1.1997
C -3.8570 5.1856 -0.7871
C -4.3364 5.1899 0.5125
C -3.9755 4.1739 1.3756
C -4.5654 1.4593 3.1017
C -4.9022 1.4034 4.4446
C -6.2120 1.1742 4.8323
C -7.1990 0.9960 3.8795
C -6.8719 1.0608 2.5351
C -5.5640 1.2932 2.1528
Sb 0.9842 0.4057 2.7395
C 0.9911 2.6144 2.3142
C 0.2900 3.6428 2.9262
C 0.6455 4.9656 2.7106
C 1.7335 5.2908 1.9210
C 2.4884 4.2738 1.3690
C 2.1182 2.9551 1.5742
C 0.6227 1.1094 4.7912
C -0.5919 1.1551 5.4548
C -0.7098 1.7915 6.6809
C 0.3990 2.3639 7.2791
C 1.6273 2.2892 6.6428
C 1.7269 1.6782 5.4071
H -0.1615 -1.8906 2.0766
H -0.4782 -1.5921 3.7788
H -2.7056 -0.9948 3.3802
H -2.3982 -2.1625 2.0903
H -3.5696 -0.3444 1.0992
H -1.9009 -0.1420 0.5648
H -1.9262 2.4002 -0.6357
H -2.6200 4.1886 -2.2075
H -4.1323 5.9763 -1.4741
H -4.9748 5.9922 0.8584
H -4.3458 4.1628 2.3930
H -4.1329 1.5416 5.1953
H -6.4653 1.1295 5.8817
H -8.2190 0.8013 4.1822
H -7.6404 0.9228 1.7870
H -5.3103 1.3537 1.1004
H -0.5212 3.4417 3.6131
H 0.0837 5.7528 3.1892
H 2.0068 6.3226 1.7587
H 3.3721 4.4917 0.7847
H 2.7459 2.1745 1.1702
H -1.4670 0.6869 5.0171
H -1.6762 1.8501 7.1649
H 0.3092 2.8684 8.2321
H 2.5050 2.7205 7.1034
H 2.6821 1.6445 4.8989
O 3.0913 -6.4088 -1.5033
C 1.7030 -6.1665 -1.5195
C 1.4425 -4.6666 -1.2713
C 2.2511 -3.8691 -2.3063
O 1.6304 -2.6176 -2.4687
C -0.0471 -4.4261 -1.4770
Se -0.8466 -2.7911 -0.6532
C 1.8865 -4.3503 0.1578
Se 2.6866 -2.5357 0.4444
H 3.2451 -7.3580 -1.4644
H 1.1886 -6.7457 -0.7385
H 1.2822 -6.4501 -2.4985
H 2.2628 -4.4099 -3.2653
H 3.2828 -3.7880 -1.9484
H 2.2034 -1.9740 -2.9044
H -0.6174 -5.2417 -1.0314
H -0.2793 -4.3532 -2.5391
H 2.6936 -5.0267 0.4410
H 1.0537 -4.4593 0.8548
C 2.6359 2.8238 -2.0989
C 1.1930 2.3146 -2.1441
C 0.2944 3.3652 -2.8043
O 0.7087 2.0331 -0.8381
C 1.2322 1.0166 -2.9872
O 1.0850 1.1005 -4.1965
O 1.5087 -0.0905 -2.4052
H 2.6833 3.7488 -1.5230
H 2.9993 3.0171 -3.1061
H 3.2814 2.0821 -1.6329
H 0.2724 4.2727 -2.1991
H -0.7139 2.9695 -2.8862
H 0.6650 3.5960 -3.7981
H 1.0382 2.7331 -0.2524
C -3.4886 1.5305 -4.4296
C -3.2409 0.9053 -3.0738
S -1.4445 0.4698 -2.8729
O -1.3818 0.0403 -1.4541
C -1.3390 -1.0768 -3.8605
C -2.5080 -2.0193 -3.7044
H -4.5160 1.8904 -4.4963
H -3.3225 0.8172 -5.2345
H -2.8166 2.3760 -4.5721
H -3.8409 0.0216 -2.8816
H -3.4333 1.6269 -2.2809
H -0.4156 -1.5145 -3.4815
H -1.1721 -0.7691 -4.8900
H -2.7260 -2.1579 -2.6475
H -2.2529 -2.9952 -4.1131
H -3.3961 -1.6540 -4.2170
Se 5.7881 0.9865 -0.4267
C 4.2180 0.4923 0.0894
N 3.1354 0.2258 0.4508
*
```

Results
highest occupied orbital energy: -4.832 eV
orbital gap: 0.2522 Eh


#2
Formula: C41H53BiNO6SSb2Se3
Source: the OMol25 dataset
Level of theory: the ωB97M-V functional and the def2-TZVPD basis

ORCA input file:
```
! RIJCOSX wB97M-V def2-TZVPD def2/J DEFGRID3
* xyz -1 1
Bi 0.9073 -2.3968 0.6441
C -0.9745 -0.8873 -2.0933
C -0.6456 0.4567 -2.7149
C 0.2756 1.3323 -1.8823
Sb -0.9172 2.6737 -0.6356
C -1.4696 3.6566 -2.5400
C -0.5135 4.3165 -3.3001
C -0.8253 4.8436 -4.5414
C -2.1076 4.7139 -5.0520
C -3.0697 4.0531 -4.3070
C -2.7497 3.5387 -3.0601
C 0.3585 4.3845 -0.2216
C 1.7383 4.3760 -0.1270
C 2.4323 5.5211 0.2255
C 1.7476 6.6865 0.5194
C 0.3655 6.7061 0.4376
C -0.3168 5.5628 0.0635
Sb -2.3671 -1.3552 -0.4110
C -4.2306 -0.9073 -1.4638
C -5.3895 -1.3028 -0.8108
C -6.6376 -0.9221 -1.2668
C -6.7468 -0.1287 -2.3979
C -5.6016 0.2645 -3.0667
C -4.3561 -0.1256 -2.6001
C -3.0868 0.1243 1.0375
C -2.9946 -0.2201 2.3763
C -3.5651 0.5786 3.3523
C -4.2426 1.7303 2.9945
C -4.3601 2.0690 1.6588
C -3.7911 1.2626 0.6867
H -0.0464 -1.3756 -1.7822
H -1.4101 -1.5287 -2.8650
H -1.5614 1.0051 -2.9520
H -0.1553 0.2457 -3.6761
H 0.9009 1.9430 -2.5362
H 0.9098 0.7127 -1.2553
H 0.4914 4.4350 -2.9070
H -0.0636 5.3544 -5.1172
H -2.3571 5.1329 -6.0201
H -4.0728 3.9338 -4.6993
H -3.5164 3.0407 -2.4774
H 2.2761 3.4602 -0.3105
H 3.5126 5.5134 0.2805
H 2.2797 7.5776 0.8285
H -0.1797 7.6143 0.6638
H -1.3988 5.5812 -0.0145
H -5.3042 -1.9035 0.0867
H -7.5279 -1.2335 -0.7355
H -7.7189 0.1911 -2.7488
H -5.6769 0.8897 -3.9478
H -3.4743 0.2039 -3.1296
H -2.4995 -1.1425 2.6577
H -3.5004 0.2961 4.3936
H -4.6953 2.3531 3.7514
H -4.9127 2.9544 1.3725
H -3.9407 1.5054 -0.3577
O 1.5651 -7.9312 2.4726
C 1.6192 -6.9878 3.5219
C 1.4441 -5.5515 2.9857
C 1.3272 -4.6378 4.2278
O 0.2300 -4.9630 5.0384
C 2.6625 -5.2061 2.1350
Se 3.0660 -3.2791 1.8324
C 0.1673 -5.5612 2.1428
Se -0.8235 -3.8363 1.9688
H 1.5324 -8.8077 2.8679
H 2.5835 -7.0561 4.0470
H 0.8175 -7.1676 4.2516
H 1.2831 -3.5903 3.9097
H 2.2206 -4.7600 4.8478
H -0.5662 -4.7106 4.5494
H 2.5662 -5.6444 1.1424
H 3.5701 -5.5824 2.6059
H -0.5732 -6.2465 2.5599
H 0.3886 -5.8707 1.1222
C 2.6452 0.3273 2.9643
C 1.1304 0.1576 2.9442
C 0.4408 0.9444 4.0619
O 0.8497 -1.2299 3.0918
C 0.5319 0.6761 1.6063
O 0.8802 1.7910 1.2149
O -0.2812 -0.0937 1.0350
H 3.0215 0.2304 3.9797
H 2.8996 1.3062 2.5667
H 3.1063 -0.4514 2.3558
H 0.7840 0.5815 5.0299
H -0.6376 0.8005 3.9892
H 0.6612 2.0051 3.9588
H -0.1122 -1.3311 3.1404
C 4.7392 -0.8801 -4.0593
C 4.6041 -1.4044 -2.6453
S 3.1021 -0.6666 -1.8701
O 2.9471 -1.4005 -0.5894
C 3.8329 0.9524 -1.3365
C 4.8711 0.7509 -0.2541
H 5.6094 -1.3131 -4.5479
H 4.8506 0.2024 -4.0645
H 3.8550 -1.1463 -4.6372
H 5.4633 -1.1942 -2.0124
H 4.4264 -2.4799 -2.6415
H 2.9711 1.4982 -0.9527
H 4.2121 1.4492 -2.2269
H 4.5607 -0.0763 0.3857
H 4.9547 1.6375 0.3705
H 5.8532 0.5219 -0.6647
Se 2.2294 -4.0970 -3.5567
C 1.5847 -4.0446 -1.9727
N 1.1078 -3.9982 -0.8989
*
```

Results
highest occupied orbital energy: -5.397 eV
orbital gap: 0.2785 Eh


Energy relative to the most stable one, in hartree: #1 0.0582; #2 0.0000